Molecular formula: C40H36ClN3O3PS3SbTi
Method: DFT, the ωB97M-V functional and the def2-TZVPD basis

```
89
Properties=species:S:1:pos:R:3:lowdin_spin:R:1
Ti -1.936 1.221 -0.108 0.933
S -6.491 3.261 -0.248 -0.004
Sb -4.382 3.153 -1.133 -0.005
S -2.803 3.213 0.869 -0.007
S -3.991 0.680 -1.397 0.025
Cl -0.806 3.405 -1.426 0.010
C 0.091 2.972 -2.872 0.001
C 0.845 3.977 -3.470 0.000
C 1.560 3.692 -4.620 0.000
C 1.519 2.421 -5.189 0.000
C 0.752 1.438 -4.584 0.000
C 0.052 1.690 -3.405 0.000
P -1.067 0.468 -2.593 0.004
C -0.008 -0.973 -2.181 0.000
C 1.331 -1.138 -2.515 0.000
C 2.039 -2.247 -2.069 0.000
C 1.407 -3.216 -1.306 0.000
C 0.063 -3.069 -0.984 0.000
C -0.637 -1.952 -1.409 0.001
C -1.976 -0.101 -4.059 0.002
C -1.651 -1.258 -4.751 0.000
C -2.337 -1.593 -5.912 0.001
C -3.339 -0.763 -6.387 0.000
C -3.663 0.400 -5.700 0.001
C -2.992 0.730 -4.536 0.000
H 0.855 4.961 -3.027 0.000
H 2.145 4.474 -5.086 0.000
H 2.060 2.202 -6.098 0.000
H 0.680 0.458 -5.042 0.000
H 1.839 -0.395 -3.114 0.000
H 3.085 -2.352 -2.322 0.000
H 1.958 -4.078 -0.955 0.000
H -0.442 -3.817 -0.388 0.000
H -1.684 -1.840 -1.129 0.001
H -0.874 -1.919 -4.385 0.000
H -2.087 -2.505 -6.438 0.000
H -3.877 -1.025 -7.290 0.000
H -4.455 1.046 -6.055 0.000
H -3.269 1.611 -3.972 0.001
C 3.884 0.578 3.697 0.000
O 4.133 -0.332 2.619 0.000
C 3.521 -1.559 2.790 0.000
C 4.192 -2.597 3.412 0.000
C 3.581 -3.839 3.541 0.000
C 2.310 -4.035 3.027 0.000
C 1.638 -3.005 2.379 0.000
C 2.229 -1.750 2.270 0.000
N 1.674 -0.655 1.599 0.001
C 0.353 -0.271 1.462 0.004
N -0.549 -1.048 2.072 0.002
C -1.957 -0.845 2.261 0.000
C -2.721 -0.003 1.481 0.002
C -4.086 0.056 1.856 0.004
C -4.608 -0.676 2.892 0.001
C -3.803 -1.551 3.640 0.000
C -2.471 -1.634 3.316 0.000
O -1.553 -2.465 3.951 0.000
C -1.996 -3.158 5.092 0.000
N 0.053 0.819 0.759 0.014
C 1.155 1.722 0.639 0.005
C 1.854 1.865 -0.549 0.002
C 2.892 2.778 -0.669 0.000
C 3.252 3.549 0.424 0.001
C 2.591 3.385 1.634 0.000
C 1.556 2.467 1.759 0.001
O 1.051 2.221 3.011 0.000
C -0.291 2.662 3.268 0.000
H 4.248 0.144 4.633 0.000
H 2.817 0.802 3.772 0.000
H 4.433 1.486 3.462 0.000
H 5.189 -2.412 3.787 0.000
H 4.100 -4.649 4.035 0.000
H 1.828 -4.999 3.108 0.000
H 0.673 -3.194 1.939 0.000
H 2.356 0.031 1.300 0.000
H -0.174 -1.747 2.695 0.000
H -4.740 0.714 1.288 0.000
H -5.658 -0.586 3.133 0.000
H -4.225 -2.136 4.442 0.000
H -1.130 -3.680 5.497 0.000
H -2.773 -3.888 4.836 0.000
H -2.392 -2.464 5.842 0.000
H 1.574 1.247 -1.388 0.000
H 3.408 2.882 -1.613 0.000
H 4.054 4.271 0.346 0.000
H 2.870 3.951 2.512 0.000
H -0.418 2.594 4.345 0.000
H -1.022 2.031 2.753 0.000
H -0.416 3.693 2.931 0.000
```

Maximum force: 1.56 eV/A
Net charge: -1
<S²>: 0.7566
Multiplicity: 2
Relative energy (zero: lowest compared OMol25 entry of this formula, charge and spin): 89.3 kJ/mol
Calculated total energy: -136651.0931 eV
LUMO energy (spin up / spin down): 2.0700 / 2.0699 eV